The following is a quantum chemistry calculation of 15 unconnected molecules or ions with the total composition C31H88F3O22 in a non-equilibrium geometry, from OMol25.

Positions of all 144 atoms, in Å:
C1 -0.91278 0.08961 1.40577
O1 -1.91056 -0.67664 0.81807
O2 -1.05779 -0.18296 2.82336
C2 0.47777 -0.05904 0.68008
F1 0.56543 0.76865 -0.37797
F2 1.46291 0.44852 1.45417
F3 0.81646 -1.31221 0.27785
C3 -2.35887 -0.31358 -0.54029
C4 -3.29337 -1.50302 -0.95883
H1 -2.90225 -2.52023 -0.93841
H2 -4.18233 -1.53453 -0.32887
H3 -3.69392 -1.39786 -1.96710
H4 -1.57206 -0.23576 -1.29061
H5 -2.89082 0.63683 -0.58328
H6 -1.26540 1.12063 1.37833
C5 -8.98189 0.16944 6.21130
O3 -8.52493 -0.09376 4.90882
C6 -9.15954 -1.29416 4.38174
C7 -9.00138 -1.32297 2.85615
O4 -7.64713 -1.54347 2.62917
C8 -7.18050 -1.12584 1.33919
H7 -8.50078 -0.53047 6.89448
H8 -10.06979 0.11299 6.24875
H9 -8.59551 1.13248 6.54503
H10 -10.23151 -1.36907 4.56443
H11 -8.72988 -2.16428 4.87812
H12 -9.34819 -0.41706 2.35902
H13 -9.58856 -2.16155 2.48185
H14 -7.43241 -0.06640 1.29186
H15 -7.73225 -1.68249 0.58168
H16 -6.11673 -1.14255 1.10209
C9 2.53979 3.42863 -4.79084
O5 1.49484 2.50663 -4.76103
C10 1.95950 1.14093 -4.63679
C11 2.00923 0.55638 -3.23713
O6 2.88577 1.28288 -2.33493
C12 3.89406 0.42728 -1.83507
H17 2.21002 4.44086 -5.02478
H18 3.27318 3.32175 -5.59010
H19 3.15053 3.46261 -3.88864
H20 2.95366 0.93343 -5.03264
H21 1.28079 0.54943 -5.25125
H22 2.37496 -0.46586 -3.33390
H23 1.02225 0.34662 -2.82488
H24 4.38182 0.02283 -2.72198
H25 3.46881 -0.32361 -1.16917
H26 4.51881 1.07902 -1.22431
C13 0.51585 6.04259 -0.35849
O7 0.88870 5.31473 -1.56598
C14 1.40667 4.00305 -1.28497
C15 2.67667 4.06377 -0.47958
O8 3.79995 4.61526 -1.07831
C16 5.07449 4.48547 -0.51066
H27 -0.24240 6.81858 -0.46348
H28 1.45196 6.41271 0.05960
H29 0.19615 5.36255 0.43108
H30 1.54680 3.46898 -2.22478
H31 0.54185 3.56329 -0.78818
H32 2.89582 2.99633 -0.45440
H33 2.44999 4.30289 0.55943
H34 5.84717 5.15656 -0.88576
H35 5.43350 3.50925 -0.83654
H36 5.04351 4.74375 0.54784
C17 5.58570 6.10085 5.62438
O9 5.28201 5.13738 4.60059
C18 4.11383 4.42722 4.93171
C19 3.71076 3.29719 3.89747
O10 4.36436 2.04554 3.98192
C20 3.83420 1.10614 3.06101
H37 6.58479 6.42220 5.32999
H38 5.68820 5.61838 6.59639
H39 4.90155 6.94104 5.50553
H40 3.31201 5.16250 4.99931
H41 4.22048 3.99035 5.92461
H42 3.72811 3.71213 2.88969
H43 2.65222 3.05415 3.98977
H44 4.42507 0.19214 3.12074
H45 3.88219 1.46917 2.03436
H46 2.83246 0.78855 3.35044
C21 3.28174 -3.01381 1.14775
O11 4.31059 -2.91033 0.13405
C22 4.32487 -4.04948 -0.67799
C23 5.51373 -3.90593 -1.67629
O12 5.29410 -4.74658 -2.77650
C24 6.25829 -4.65469 -3.87608
H47 3.74239 -3.38188 2.06449
H48 2.38818 -3.59823 0.92847
H49 3.05685 -1.97535 1.39093
H50 3.37193 -4.10959 -1.20371
H51 4.41321 -4.96487 -0.09289
H52 6.40486 -4.17725 -1.11027
H53 5.61716 -2.86871 -1.99498
H54 6.05234 -3.78021 -4.49329
H55 6.09453 -5.55001 -4.47581
H56 7.26885 -4.70883 -3.47118
C25 -0.85555 -4.63766 -2.33880
O13 0.34777 -4.91459 -3.03269
C26 1.04154 -3.76976 -3.55659
C27 2.39574 -4.17009 -4.22099
O14 2.19642 -5.11390 -5.29795
C28 3.39598 -5.63749 -5.73228
H57 -1.34991 -3.76113 -2.75759
H58 -0.69174 -4.39982 -1.28775
H59 -1.52036 -5.48036 -2.52847
H60 1.17631 -3.01794 -2.77896
H61 0.46313 -3.29344 -4.34821
H62 3.03097 -4.60231 -3.44784
H63 2.97201 -3.32727 -4.60264
H64 4.07126 -4.83735 -6.03535
H65 3.33289 -6.29113 -6.60228
H66 3.86661 -6.26675 -4.97687
O15 -5.54824 1.65123 0.33557
H67 -5.50746 1.49517 -0.60794
H68 -6.13699 2.40005 0.42975
O16 -0.39804 1.54066 5.02031
H69 -0.05940 1.28202 4.16319
H70 -0.26548 2.48801 5.05482
O17 -4.36433 0.29706 2.34124
H71 -3.78861 0.08087 1.60772
H72 -5.08873 0.78004 1.94350
O18 -1.80396 -3.27754 1.71392
H73 -1.00166 -3.30441 2.23527
H74 -1.79314 -2.41397 1.30116
O19 0.28230 -2.80992 3.32729
H75 0.05188 -1.88122 3.30232
H76 0.30359 -3.02695 4.25932
C29 -5.28532 -3.52413 1.75655
O20 -4.32262 -3.89821 0.78664
H77 -6.30265 -3.56004 1.36688
H78 -5.23425 -4.24821 2.56970
H79 -5.18884 -2.57401 2.28197
H80 -3.41653 -3.77972 1.08085
C30 -1.88852 -0.00265 -4.78300
O21 -2.97223 -0.98367 -4.80141
H81 -0.95976 -0.53729 -4.58383
H82 -1.79576 0.59891 -5.68722
H83 -2.02405 0.73590 -3.99288
H84 -3.24394 -1.24910 -5.68306
C31 -2.67034 4.23001 0.23051
O22 -2.26291 4.68373 1.52571
H85 -3.66874 3.80009 0.15008
H86 -2.67921 5.07210 -0.46151
H87 -1.89501 3.56355 -0.14737
H88 -2.84182 5.42466 1.71929

## Properties
Kohn-Sham gap: 6.54 eV
Energy relative to the best compared isomer or geometry (same formula, charge and spin): 2.3068 eV
Total charge: -1

***

The following is a quantum chemistry calculation of a molecular structure, C31H89Cl2HfN14O9P4 in a non-equilibrium geometry, from OMol25.

Positions of all 150 atoms, in Å:
Hf1 23.35082 25.73737 2.08666
C1 19.87808 24.50943 -0.87125
C2 21.43945 24.22810 -0.76649
C3 22.17912 24.74209 -1.99314
O1 22.00019 24.71007 0.36283
H1 19.35404 24.29901 0.06107
H2 19.33025 23.89578 -1.58638
H3 19.71064 25.57058 -1.05573
H4 21.43049 23.14201 -0.85820
H5 22.15250 25.81563 -2.17993
H6 21.70661 24.30318 -2.87189
H7 23.23639 24.49894 -2.09874
O2 21.33877 27.15401 2.18085
P1 20.13425 28.01029 1.73422
N1 18.64735 27.49872 2.42966
C4 18.18112 27.97345 3.72278
C5 17.89217 26.42612 1.89026
N2 19.83294 28.14881 0.06999
C6 20.95155 28.33705 -0.79917
C7 18.62501 28.78006 -0.51497
N3 20.26311 29.66480 2.15914
C8 19.11743 30.55378 1.98658
C9 21.53112 30.40940 2.07640
H8 18.40272 28.99577 4.02914
H9 18.75238 27.34304 4.40420
H10 17.11958 27.73399 3.78526
H11 18.24040 26.17219 0.88909
H12 16.86165 26.77318 1.81495
H13 17.94055 25.52377 2.49979
H14 21.81721 27.69828 -0.62395
H15 20.68055 28.07789 -1.82264
H16 21.28314 29.37274 -0.87323
H17 18.84121 29.80545 -0.81487
H18 18.31457 28.34330 -1.46416
H19 17.72734 28.78524 0.10331
H20 19.13229 31.15580 1.07804
H21 18.18053 29.99677 1.97872
H22 19.09063 31.22000 2.84886
H23 21.51863 31.37147 2.58862
H24 21.62771 30.76579 1.05085
H25 22.24937 29.63900 2.35691
O3 16.20574 27.90543 -2.95939
P2 14.82411 27.37042 -2.67955
N4 14.87923 25.77619 -1.86799
C10 16.05223 25.37193 -1.18939
C11 13.69956 24.88609 -1.84271
N5 13.86134 27.08575 -4.07416
C12 14.27973 26.12470 -5.08947
C13 13.21756 28.20349 -4.77481
N6 13.79382 28.34374 -1.69854
C14 12.41555 28.01200 -1.37484
C15 14.46920 29.19916 -0.72411
H26 16.30110 24.38164 -1.57082
H27 15.89449 25.33242 -0.11159
H28 16.90151 26.02889 -1.37710
H29 13.12875 25.00301 -2.76391
H30 13.22977 25.14801 -0.89466
H31 13.96121 23.82796 -1.84415
H32 14.53733 25.17039 -4.63009
H33 13.48018 25.96894 -5.81374
H34 15.10106 26.49128 -5.70521
H35 13.87798 28.95453 -5.20826
H36 12.55132 27.82115 -5.54814
H37 12.63079 28.79522 -4.07219
H38 11.77975 28.89037 -1.26388
H39 11.93667 27.51226 -2.21688
H40 12.43255 27.38321 -0.48465
H41 15.42236 29.50204 -1.15751
H42 14.67092 28.56529 0.13939
H43 13.90372 30.10401 -0.50142
O4 25.08782 25.06003 0.50200
P3 26.22798 24.62966 -0.42626
N7 27.64333 25.56014 -0.21369
C16 28.93095 25.17008 -0.86065
C17 27.60717 26.90624 0.25326
N8 25.87520 24.79680 -2.11201
C18 25.10721 25.97304 -2.58695
C19 26.70165 24.10697 -3.13000
N9 26.62646 22.96599 -0.22030
C20 27.63027 22.52730 0.79595
C21 25.68937 21.92112 -0.79692
H44 28.73225 24.65436 -1.80015
H45 29.43887 24.47633 -0.19072
H46 29.77001 25.85068 -1.00508
H47 27.12998 26.90750 1.23325
H48 26.99911 27.59526 -0.33293
H49 28.60460 27.34176 0.31281
H50 24.50923 26.31027 -1.74031
H51 25.78822 26.78897 -2.82900
H52 24.57158 25.65636 -3.48189
H53 26.08644 23.51014 -3.80336
H54 27.27076 24.82229 -3.72374
H55 27.49497 23.47013 -2.73864
H56 27.08108 22.03371 1.59773
H57 28.36888 21.83790 0.38695
H58 28.23043 23.34018 1.20478
H59 26.11635 21.66440 -1.76639
H60 24.67596 22.22662 -1.05727
H61 25.77578 21.03608 -0.16658
O5 21.92593 24.70771 3.65088
P4 21.23797 23.80362 4.64306
N10 22.07402 22.28013 4.73647
C22 21.36835 21.07542 5.10494
C23 23.45926 22.32592 5.22645
N11 19.62266 23.42864 4.24415
C24 19.42227 22.98318 2.86267
C25 18.56905 23.11484 5.22690
N12 21.25940 24.43167 6.23018
C26 20.68312 25.74703 6.44722
C27 21.24495 23.64551 7.50900
H62 22.10292 20.27015 5.11220
H63 20.54765 20.86913 4.41792
H64 21.06692 21.17198 6.14797
H65 23.45501 22.30309 6.31620
H66 23.93357 23.26249 4.93323
H67 24.06189 21.51378 4.81980
H68 19.87865 23.52525 2.03444
H69 19.61092 21.91085 2.81142
H70 18.37669 23.19659 2.64061
H71 18.92108 22.21932 5.73897
H72 18.54005 23.82855 6.05023
H73 17.56716 22.93459 4.83726
H74 20.87166 26.39522 5.59141
H75 19.61693 25.60677 6.62518
H76 21.22904 26.19606 7.27695
H77 22.10407 22.99103 7.36184
H78 20.31139 23.13963 7.75526
H79 21.49145 24.17735 8.42796
C28 23.13160 20.95604 0.96428
N13 24.06865 21.71977 1.89227
O6 23.73171 22.91678 2.13878
O7 25.00049 21.06878 2.35181
H80 23.56989 20.02106 0.61526
H81 22.68506 21.56706 0.17985
H82 22.37536 20.59444 1.66102
C29 19.14485 20.79645 -1.91526
N14 19.56526 20.82972 -0.48024
O8 18.85612 21.51083 0.32291
O9 20.50249 20.13551 -0.15570
H83 19.75281 20.07984 -2.46749
H84 19.07119 21.84928 -2.18769
H85 18.16350 20.32308 -1.88414
Cl1 19.51722 26.30772 -6.15642
C30 18.18343 26.30303 -4.96853
C31 17.98780 24.90055 -4.40078
Cl2 17.61131 23.63613 -5.60058
H86 17.25012 26.67784 -5.38872
H87 18.46813 27.01183 -4.19095
H88 17.15570 24.82142 -3.70118
H89 18.87006 24.62233 -3.82432

## Properties
Kohn-Sham gap: 2.03 eV
Energy relative to the best compared isomer or geometry (same formula, charge and spin): 3.4407 eV
Total charge: +3